(1)
This record from the Open Molecules 2025 dataset describes a structure of composition C29H42N5O2SSi3W. The level of theory is the ωB97M-V functional and the def2-TZVPD basis.

Calculated values
largest force on an atom = 0.98 eV Å⁻¹
charge = +1
E_tot = -2888.2457 Ha
HOMO = -10.72 eV
spin multiplicity = 1

The geometry in XYZ format:
```
83
C29H42N5O2SSi3W | the Open Molecules 2025 dataset | the ωB97M-V functional and the def2-TZVPD basis
C -1.31 4.78 -2.73
H -1.06 -3.19 2.00
H -4.24 -1.14 2.56
N -0.08 0.09 -2.62
H 4.14 3.37 3.23
C -0.35 2.84 -1.76
C -0.36 -6.27 -2.58
H 0.50 4.79 -1.54
N 4.44 0.78 -3.54
H 2.28 0.05 3.44
H 1.66 3.41 3.40
H -2.13 -2.94 0.28
H -0.45 -3.40 -4.38
C 3.54 2.75 2.59
C 1.41 -0.55 3.68
H -4.07 1.33 1.10
C -0.15 -3.53 -2.26
C -0.96 1.67 3.88
H -3.78 -2.34 0.14
H -1.03 4.06 1.93
C 2.06 -1.98 1.23
Si -2.43 -0.54 1.04
Si 0.55 -1.23 2.13
C -0.62 0.03 1.16
C -0.15 -5.74 -1.32
C -0.04 -4.36 -1.16
H -0.97 -2.53 3.63
H -0.63 -5.86 -4.66
H 1.78 -1.46 4.18
C -0.06 -2.07 -2.10
H 0.36 -3.47 3.00
C 2.15 2.78 2.67
C -2.39 2.63 -2.99
C -3.51 0.84 0.31
H 5.20 1.79 1.61
H -3.14 4.47 -3.80
H -0.18 2.13 4.50
O 0.14 -1.58 -0.85
H -1.87 2.26 4.02
C 3.32 1.12 0.86
C -1.19 0.59 -1.98
C 4.13 1.88 1.69
W 0.52 0.29 -0.63
H 3.50 3.02 -2.96
H 4.69 -0.17 -3.75
C 1.38 1.97 1.85
N 3.04 2.26 -2.49
C -0.37 -4.07 -3.53
H -2.07 -0.04 -1.86
H -4.24 0.40 -0.37
H -2.58 -1.92 -1.07
H -0.06 -6.39 -0.46
C -1.43 3.18 1.41
O 0.54 2.19 -0.94
H -1.30 5.84 -2.91
H 2.23 2.46 -1.91
H 4.85 1.52 -4.08
H 1.84 -3.04 1.09
C -0.30 4.20 -1.98
C -0.47 -5.44 -3.68
H -3.20 2.02 -3.39
H -2.73 -1.62 3.33
C -1.38 2.04 -2.26
H -1.15 0.67 4.27
H -2.97 1.60 -0.24
H -3.23 0.07 3.32
Si -0.50 1.70 2.05
H 2.40 -1.63 0.25
C 3.40 1.00 -2.71
H 3.74 0.45 0.13
N -0.18 -1.24 -3.06
H 0.80 -0.02 4.40
H -2.48 3.10 1.69
C -0.40 -2.73 2.73
C -2.35 4.00 -3.23
S 2.67 -0.37 -2.02
C -3.20 -0.84 2.73
C -2.73 -2.07 0.00
H 2.91 -1.92 1.91
H -1.37 3.38 0.34
N 1.98 1.18 0.92
H 0.12 -3.94 -0.18
H -0.44 -7.35 -2.70
```

=====

(2)
This record from the Open Molecules 2025 dataset describes a structure of composition C14H14ClNNiO2. The level of theory is the ωB97M-V functional and the def2-TZVPD basis.

Calculated values
largest force on an atom = 3.45 eV Å⁻¹
charge = -2
<S²> = 2.0099
E_tot = -2715.6002 Ha
HOMO (alpha / beta) = 0.28 / 0.28 eV
ΔE to the lowest compared entry with this formula, charge and spin = 0.135 eV
spin multiplicity = 3

The geometry in XYZ format:
```
33
C14H14ClNNiO2 | the Open Molecules 2025 dataset | the ωB97M-V functional and the def2-TZVPD basis
O -1.43 -0.20 3.74
H 3.24 1.66 -3.44
C -2.65 1.33 2.28
H -3.60 0.83 2.42
C 0.48 -2.52 2.70
H -1.13 1.99 -3.17
C 0.18 0.40 -4.08
C 1.85 -2.43 2.32
H -2.29 2.77 0.72
C 2.17 1.44 -3.54
N -0.62 0.35 1.61
C 1.60 0.28 -4.15
H 1.20 3.23 -2.58
Ni 0.77 -0.85 1.58
H 2.16 -0.54 -4.61
H -0.55 -0.31 -4.49
H 2.83 -2.29 0.29
C -2.38 1.70 0.85
C -1.52 0.41 2.67
O -0.56 0.99 -0.61
H -1.39 -2.59 1.44
H 0.30 -2.36 -0.67
C 0.58 -2.42 0.38
H 0.11 -2.55 3.71
C -1.10 1.00 0.48
H -3.20 1.38 0.20
C 1.10 2.27 -3.08
H -2.65 2.20 2.93
C -0.32 -2.47 1.50
Cl 2.38 0.46 2.10
H 2.70 -2.37 2.99
C 1.92 -2.37 0.88
C -0.13 1.62 -3.40
```

=====

(3)
This record from the Open Molecules 2025 dataset describes a cluster of 2 separate species, C4H2F2O in total. The level of theory is the ωB97M-V functional and the def2-TZVPD basis.

Calculated values
largest force on an atom = 5.09 eV Å⁻¹
E_tot = -428.2531 Ha
HOMO (alpha / beta) = -10.38 / -10.33 eV
ΔE to the lowest compared entry with this formula, charge and spin = 8.184 eV
spin multiplicity = 1

The geometry in XYZ format:
```
9
C4H2F2O | the Open Molecules 2025 dataset | the ωB97M-V functional and the def2-TZVPD basis
F 1.66 -1.04 0.09
C -0.60 0.03 -2.25
C -0.19 0.56 0.28
O -1.20 -1.05 1.50
C 1.12 0.15 -0.14
F 2.10 1.04 -0.16
C -0.24 0.17 -1.06
H -1.84 -1.21 0.87
H -0.81 1.34 0.87
```

=====

(4)
This record from the Open Molecules 2025 dataset describes an isolated molecule of C7H8N2O2. The level of theory is the ωB97M-V functional and the def2-TZVPD basis.

Calculated values
largest force on an atom = 5.24 eV Å⁻¹
structure (SMILES) = CN(N=O)c1cccc(O)c1
E_tot = -531.4151 Ha
HOMO = -8.72 eV
ΔE to the lowest compared entry with this formula, charge and spin = 3.918 eV
spin multiplicity = 1

The geometry in XYZ format:
```
19
C7H8N2O2 | the Open Molecules 2025 dataset | the ωB97M-V functional and the def2-TZVPD basis
H -2.36 -1.25 -1.81
C -2.33 -1.38 -0.65
H 3.25 1.47 -0.16
O 2.83 -1.27 0.90
C 0.71 -0.84 0.29
N -2.58 0.29 0.84
H -1.03 1.89 -0.50
H -3.31 -1.25 -0.36
C 1.99 -0.35 0.28
H 1.42 2.85 -0.68
C -0.12 1.30 -0.34
N -1.68 -0.35 0.08
C -0.29 0.05 0.03
C 1.23 1.82 -0.37
H 0.45 -1.89 0.41
C 2.28 0.97 -0.08
O -2.19 1.26 1.41
H 3.73 -0.92 1.12
H -1.99 -2.39 -0.42
```

=====

(5)
This record from the Open Molecules 2025 dataset describes an isolated molecule of C15H14BBrO3. The level of theory is the ωB97M-V functional and the def2-TZVPD basis.

Calculated values
largest force on an atom = 4.09 eV Å⁻¹
structure (SMILES) = Brc1cccc(OC[C@@H]2COB(c3ccccc3)O2)c1
E_tot = -3404.6197 Ha
HOMO = -9.09 eV
ΔE to the lowest compared entry with this formula, charge and spin = 0.797 eV
spin multiplicity = 1

The geometry in XYZ format:
```
34
C15H14BBrO3 | the Open Molecules 2025 dataset | the ωB97M-V functional and the def2-TZVPD basis
Br 1.00 0.59 -7.33
C 1.45 -1.36 0.09
H -0.51 0.22 -1.08
O 1.05 0.66 -2.25
C 0.28 1.29 -5.67
C -0.65 2.33 -5.65
C -0.85 -0.17 4.07
C -0.64 -2.83 5.08
C -0.71 2.04 -3.28
H -1.04 2.34 -2.31
H 1.60 0.03 -4.53
C 0.00 -2.37 3.91
C -1.10 2.72 -4.38
C 1.26 0.18 0.18
C -0.07 -1.08 3.43
B 0.65 -0.88 2.11
C -1.39 -1.85 5.72
C 0.39 0.83 -0.95
O 1.14 -1.89 1.30
H -1.79 3.58 -4.41
H 2.28 0.65 0.26
C 0.34 1.18 -3.34
H -0.54 -3.77 5.49
H 0.75 -1.89 -0.61
H -1.11 2.82 -6.47
H 0.51 -3.12 3.32
H -0.98 0.88 3.59
C 0.83 0.76 -4.52
C -1.48 -0.57 5.21
H -2.01 -2.15 6.56
H -2.06 0.15 5.82
O 0.69 0.41 1.51
H 2.48 -1.60 -0.14
H 0.25 1.83 -0.74
```

=====

(6)
This record from the Open Molecules 2025 dataset describes a cluster of 5 separate species, C27H32BCl3OP in total. The level of theory is the ωB97M-V functional and the def2-TZVPD basis.

Calculated values
largest force on an atom = 0.59 eV Å⁻¹
charge = -1
E_tot = -2870.1846 Ha
HOMO = -4.46 eV
spin multiplicity = 1

The geometry in XYZ format:
```
65
C27H32BCl3OP | the Open Molecules 2025 dataset | the ωB97M-V functional and the def2-TZVPD basis
C 3.36 -1.28 0.13
C 0.79 2.57 2.00
H 3.12 3.15 -6.03
H 3.39 -0.25 -1.76
B -2.27 0.94 1.23
H 7.18 -0.74 0.18
C -1.05 -2.85 5.41
H -2.52 1.22 0.08
C -4.28 -1.91 -2.26
H -6.15 -2.10 -3.30
C 3.38 1.02 -6.02
Cl 0.03 2.26 -0.58
C -1.14 -2.40 6.72
H -2.92 0.44 6.18
H 6.07 -1.90 2.06
C -3.12 -1.17 -2.11
H -0.68 -2.96 7.52
C 5.48 -1.55 1.22
C 3.98 -0.62 -0.92
H 1.00 2.12 2.97
C 6.11 -0.89 0.16
C 0.40 1.48 1.00
P -2.79 2.35 2.47
C -2.31 -0.94 4.66
H -1.88 -0.86 8.02
H -2.36 -1.46 -1.40
C 2.87 2.22 -5.54
C -2.92 -0.03 -2.88
C 4.11 -1.74 1.20
C -0.71 0.57 1.53
H 1.28 0.88 0.79
H 1.64 3.16 -4.05
H 1.07 1.04 -2.93
C 2.04 2.22 -4.43
C 2.22 -0.17 -4.28
H -5.80 -0.07 -4.67
C 1.71 1.03 -3.80
Cl -4.90 2.20 2.40
H -2.77 -0.38 3.86
O -2.60 3.79 1.63
H 0.01 3.32 2.10
H -3.25 3.84 0.92
H 5.84 0.09 -1.73
H 2.28 -1.43 0.11
H 3.45 -1.11 -5.77
H -0.52 -3.77 5.19
H -3.74 1.26 -4.39
C -5.04 -0.38 -3.95
H 1.70 3.07 1.65
C -1.64 -2.12 4.38
C -3.89 0.37 -3.80
Cl -0.35 -1.11 0.88
H 1.96 -1.10 -3.80
H 4.03 1.02 -6.89
C 5.36 -0.43 -0.91
H -2.97 -0.01 1.55
H 3.62 -2.25 2.02
H -1.56 -2.46 3.36
C -1.81 -1.22 7.00
H -4.43 -2.80 -1.66
H -2.02 0.56 -2.74
C 3.05 -0.17 -5.39
H -0.54 0.48 2.61
C -2.40 -0.49 5.97
C -5.24 -1.52 -3.18
```

=====

(7)
This record from the Open Molecules 2025 dataset describes a structure of composition C37H31F3N5O3SSn. The level of theory is the ωB97M-V functional and the def2-TZVPD basis.

Calculated values
largest force on an atom = 1.22 eV Å⁻¹
charge = +1
E_tot = -2839.8519 Ha
HOMO = -10.59 eV
ΔE to the lowest compared entry with this formula, charge and spin = 0.459 eV
spin multiplicity = 1

The geometry in XYZ format:
```
81
C37H31F3N5O3SSn | the Open Molecules 2025 dataset | the ωB97M-V functional and the def2-TZVPD basis
C -6.14 1.62 -1.25
H 5.96 -2.24 1.90
C 6.99 -1.00 0.50
C -4.71 -0.34 -1.27
H 0.41 -0.73 1.67
C -3.91 4.63 -1.31
H -2.11 2.10 7.39
C -3.71 1.91 -1.27
C -2.18 -1.34 -1.23
H 5.54 1.13 -1.68
N -2.32 -0.04 -1.20
C -4.53 -1.73 -1.33
C -0.90 1.86 3.51
H -6.03 4.40 -1.24
H -1.94 2.46 1.76
Sn 0.05 1.57 -1.50
C -2.69 3.95 -1.35
C 8.37 -1.42 0.93
C -3.56 0.48 -1.24
H -1.55 3.13 5.08
H 3.92 -0.60 -2.92
H -0.57 -4.59 -5.25
H 0.67 -2.22 4.88
H 3.72 -1.49 1.18
C 4.61 -1.09 0.70
C -0.32 0.03 5.54
C 6.88 -0.05 -0.51
C -5.00 2.50 -1.27
C -0.34 0.60 3.19
C 4.48 -0.15 -0.31
H -1.16 -1.70 -1.20
C -5.99 0.27 -1.26
H 4.39 -2.08 -3.80
C 5.86 -1.52 1.11
C 0.00 -4.54 -4.33
H -3.08 -3.30 -1.36
C -0.86 1.27 5.87
H 0.77 -5.30 -4.35
H -0.34 3.14 1.91
F 9.11 -0.37 1.33
H -5.39 -2.38 -1.37
C -0.06 0.24 1.83
H -3.94 5.71 -1.33
C 0.58 -3.19 -4.15
C 1.92 -2.91 -4.04
C -0.04 -0.32 4.23
O -0.31 0.94 0.84
N -0.28 -2.14 -4.09
N -7.50 2.13 -1.27
H 1.53 -1.57 3.49
H -1.28 -2.28 -4.21
H 4.00 -0.58 -4.67
H -1.65 3.77 2.93
C -1.23 2.87 2.47
O -7.70 3.18 -1.84
H -0.39 2.38 7.62
C -5.07 3.90 -1.26
H -1.06 0.78 7.94
N -2.59 2.65 -1.32
C -1.12 1.64 7.29
C 0.15 -0.84 -3.91
C -1.14 2.17 4.84
H -0.68 -4.77 -3.50
C 5.63 0.38 -0.91
H 7.78 0.35 -0.97
C -3.25 -2.24 -1.31
H -6.87 -0.36 -1.27
H -1.75 4.50 -1.41
N 1.45 -0.59 -3.79
H 2.65 -3.70 -4.10
F 8.36 -2.29 1.95
S -0.99 0.37 -3.91
C 3.20 0.28 -0.74
C 3.76 -1.21 -3.81
H -0.08 -2.25 3.28
C 2.32 -1.57 -3.88
F 9.05 -2.01 -0.07
C 2.09 0.64 -1.13
C 0.55 -1.67 3.95
O -8.34 1.46 -0.72
H -0.09 -0.67 6.32
```

=====

(8)
This record from the Open Molecules 2025 dataset describes the ion C8H13N2O with charge +1. The level of theory is the ωB97M-V functional and the def2-TZVPD basis.

Calculated values
largest force on an atom = 4.52 eV Å⁻¹
charge = +1
structure (SMILES) = CN(C)C(=O)[C@@H]1C=CC=[N+]1C
E_tot = -497.0484 Ha
HOMO (alpha / beta) = -13.48 / -13.48 eV
ΔE to the lowest compared entry with this formula, charge and spin = 2.788 eV
spin multiplicity = 1

The geometry in XYZ format:
```
24
C8H13N2O | the Open Molecules 2025 dataset | the ωB97M-V functional and the def2-TZVPD basis
H -2.80 -0.72 1.08
H 2.54 -1.34 -2.19
C 1.10 0.42 -1.93
H 0.91 1.83 1.93
C -1.01 -1.38 -0.55
H -0.76 -1.86 0.35
C 2.38 -0.23 -0.20
C 2.05 -0.52 -1.63
H -0.25 -1.45 -1.33
H 2.74 1.99 1.40
H 0.57 0.54 -2.90
H 0.76 2.25 -0.77
O -1.60 2.19 -0.87
H 3.23 -0.70 0.32
C 0.70 1.16 -0.70
C -2.92 -0.10 0.25
C -1.17 1.12 -0.60
N 1.66 0.69 0.30
C 1.89 1.33 1.56
H -3.47 0.88 0.50
H 2.17 0.48 2.22
H -3.40 -0.66 -0.56
H -1.97 -1.71 -0.90
N -1.53 -0.09 -0.21
```

=====

(9)
This record from the Open Molecules 2025 dataset describes a structure of composition C58H60EuO7Sb2. The level of theory is the ωB97M-V functional and the def2-TZVPD basis.

Calculated values
largest force on an atom = 2.59 eV Å⁻¹
charge = +1
<S²> = 12.0185
E_tot = -3963.3949 Ha
HOMO (alpha / beta) = -10.51 / -10.51 eV
ΔE to the lowest compared entry with this formula, charge and spin = 0.638 eV
spin multiplicity = 7

The geometry in XYZ format:
```
128
C58H60EuO7Sb2 | the Open Molecules 2025 dataset | the ωB97M-V functional and the def2-TZVPD basis
H -8.61 7.41 26.45
C -10.00 13.74 12.50
H -10.25 11.13 22.30
C -5.04 10.15 13.18
C -12.49 15.14 18.49
H -9.98 8.08 16.51
C -4.37 8.88 15.16
C -8.33 17.90 23.16
H -7.10 6.41 21.04
C -7.53 16.77 23.14
H -6.62 8.90 26.37
C -4.74 8.07 18.50
H -5.03 10.86 18.49
H -10.58 12.49 20.79
H -13.47 11.58 24.22
Sb -8.25 10.12 15.40
C -8.06 12.96 24.29
H -8.39 13.11 11.18
H -6.15 12.85 23.40
C -5.73 11.83 16.66
C -8.61 11.85 23.41
H -5.44 11.81 15.59
H -6.92 10.25 17.56
H -10.74 10.08 23.83
H -11.65 12.02 18.99
H -8.54 10.07 19.02
H -5.43 10.38 22.11
H -10.72 8.09 25.36
H -5.81 12.88 16.91
H -9.01 10.03 20.44
H -7.84 11.81 17.43
C -9.85 9.81 24.38
C -11.66 9.87 18.87
C -10.02 16.69 21.93
C -8.85 12.99 12.17
H -12.34 9.76 19.74
C -6.44 6.90 20.33
O -8.23 10.15 19.92
H -8.91 14.90 26.92
C -11.24 11.13 18.52
H -6.49 15.56 26.68
H -13.05 11.40 22.46
C -6.70 13.31 24.20
H -13.55 15.32 18.56
C -10.10 12.51 14.58
H -3.89 10.96 14.73
H -7.48 11.49 12.74
H -9.70 15.29 16.51
O -7.68 11.59 22.33
H -6.28 6.95 13.19
C -6.04 7.69 18.11
C -9.56 17.85 22.59
H -4.96 6.80 15.21
H -10.97 16.74 21.39
H -5.04 14.34 24.99
H -8.07 18.86 23.60
C -10.31 8.89 17.16
C -8.70 10.58 24.28
H -11.49 7.75 18.59
C -6.92 7.17 19.03
C -10.42 14.71 19.79
H -12.17 15.46 16.40
C -7.57 10.23 25.00
H -10.70 12.29 15.43
H -12.29 13.83 25.39
C -11.80 14.90 19.71
O -11.74 13.49 22.07
C -11.23 8.72 18.18
H -4.79 6.88 21.68
C -9.83 10.15 16.82
O -8.44 13.74 20.62
H -10.16 18.73 22.60
O -5.04 10.74 21.26
C -11.71 15.26 17.36
H -7.93 6.97 18.75
H -5.99 14.89 20.96
H -8.61 14.88 18.63
C -5.74 7.88 13.52
C -7.11 11.12 16.91
C -6.12 14.19 25.09
C -6.91 14.84 26.03
H -5.03 11.10 12.59
C -4.26 7.74 19.79
C -7.99 15.63 22.53
C -8.92 11.85 14.31
H -6.33 7.88 17.10
C -10.62 13.48 13.72
H -12.38 14.87 20.63
C -5.02 7.74 14.70
C -13.24 12.10 23.29
H -6.73 10.90 24.90
H -11.35 14.77 24.21
C -9.65 14.31 21.04
H -11.48 14.03 14.06
C -4.63 11.26 17.50
C -5.79 9.05 12.75
H -7.33 14.76 22.48
H -10.48 14.42 11.83
O -5.48 14.19 20.48
C -10.33 15.20 17.40
H -4.55 14.48 20.54
C -12.05 13.02 23.39
Sb -3.54 9.21 17.10
Eu -7.09 12.28 20.47
H -9.86 13.24 25.51
C -8.83 13.52 25.31
H -6.55 16.81 23.58
C -8.27 14.50 26.14
C -9.86 8.71 25.23
C -8.66 8.33 25.90
C -9.25 15.54 21.91
C -12.21 14.17 24.35
H -13.05 14.82 24.12
H -14.17 12.66 23.06
H -6.48 9.08 11.87
O -10.95 12.31 23.82
H -9.83 12.25 17.32
C -10.44 13.11 21.67
C -8.31 12.11 13.08
C -5.12 7.13 20.70
H -4.80 9.97 20.72
C -4.39 10.05 14.39
C -7.52 9.12 25.80
C -9.70 14.91 18.61
H -3.89 12.02 17.76
C -10.30 11.28 17.47
H -3.27 7.96 20.06
C -10.02 12.08 22.78
```